[1]
{"formula": "C3H3ClO", "method": "wB97M-V/def2-TZVPD", "symbols": ["C", "C", "C", "O", "H", "H", "Cl", "H"], "coordinates": [[0.11213, 1.33132, -0.31191], [-0.75101, 0.34621, -0.14022], [-1.70202, -0.44095, -0.23311], [-2.53578, -1.25019, 0.04423], [0.96583, 1.32270, 0.27810], [-0.19214, 2.30390, -0.67483], [2.60524, -1.69438, 0.22925], [1.49775, -1.91859, 0.80849]]}


[2]
{"formula": "C7H37NO12", "method": "wB97M-V/def2-TZVPD", "symbols": ["C", "C", "C", "C", "C", "C", "C", "N", "H", "H", "H", "H", "H", "H", "H", "H", "H", "H", "H", "H", "H", "H", "H", "O", "H", "H", "O", "H", "H", "O", "H", "H", "O", "H", "H", "O", "H", "H", "O", "H", "H", "O", "H", "H", "O", "H", "H", "O", "H", "H", "O", "H", "H", "O", "H", "H", "O"], "coordinates": [[-1.01501, 0.55810, 2.51614], [-1.06990, -0.22603, 1.19364], [-0.15344, 0.36425, 0.08394], [0.25776, -1.20989, -4.25206], [0.35130, -1.81219, -3.06769], [0.58688, -1.11482, -1.81408], [-0.36068, -0.35599, -1.20357], [0.39404, 0.89655, 2.90569], [-1.58415, 1.45571, 2.44944], [-1.49550, -0.03516, 3.28259], [-2.10886, -0.28583, 0.86401], [-0.75811, -1.29900, 1.37594], [-0.37727, 1.41963, -0.04618], [0.89452, 0.26710, 0.47518], [0.36680, -0.19002, -4.41551], [0.11950, -1.72949, -5.17161], [0.19512, -2.86893, -2.95235], [1.49339, -1.23014, -1.42031], [-1.34493, -0.30513, -1.63936], [0.74567, 1.64348, 2.34233], [0.42296, 1.26540, 3.80645], [1.50559, 3.91835, 1.38154], [1.31291, 2.85443, 0.27097], [0.93429, 3.26026, 1.04973], [0.67758, -1.40896, 2.85379], [1.36399, -2.42089, 1.93934], [0.76217, -2.35346, 2.63021], [-0.74455, 3.39462, 0.83486], [-1.71706, 4.39479, 0.25474], [-1.69355, 3.49013, 0.54484], [3.42224, 0.29803, 0.50403], [2.66320, 0.75507, -0.83344], [3.26150, 0.06697, -0.45736], [-2.61945, -2.04192, -0.55833], [-1.12212, -2.57107, -0.55775], [-2.06665, -2.78880, -0.34709], [1.08076, 2.07039, -1.75324], [2.45900, 2.66956, -1.75993], [1.84912, 2.20516, -1.22407], [-1.89166, -3.24147, 1.36810], [-0.84725, -3.05405, 2.40945], [-1.74808, -3.34252, 2.28466], [2.75813, -1.48923, 0.15723], [3.07758, -3.06051, 0.38986], [2.65422, -2.25122, 0.73561], [-4.26526, -0.56481, -0.43132], [-3.18210, 0.22453, -1.07135], [-3.52469, -0.65306, -1.02886], [-1.12246, 1.87043, -2.30733], [-0.23712, 1.07546, -3.24185], [-0.31129, 1.95292, -2.80784], [2.34589, 0.13704, 2.56891], [3.21323, -1.03294, 2.03855], [3.23921, -0.08021, 2.23427], [-3.26333, 2.38246, -1.86822], [-2.25476, 2.38272, -0.62932], [-2.54649, 1.85058, -1.36256]]}


[3]
{"formula": "C2HBr2IO", "method": "wB97M-V/def2-TZVPD", "symbols": ["C", "C", "O", "Br", "Br", "I", "H"], "coordinates": [[0.77680, 0.09310, 0.23239], [0.75792, -0.95542, 1.65601], [1.66892, 0.79082, -0.03032], [2.04209, -0.57757, 2.90796], [-0.88751, -1.34028, 2.55345], [1.38214, -2.75126, 0.52565], [-0.07170, -0.08307, -0.51615]]}


[4]
{"formula": "C5H6O2", "method": "wB97M-V/def2-TZVPD", "symbols": ["C", "C", "C", "C", "O", "C", "O", "H", "H", "H", "H", "H", "H"], "coordinates": [[2.54527, -0.96538, -0.32648], [1.46841, -0.41644, -0.36880], [0.11736, 0.17747, -0.34380], [0.00191, 1.58611, 0.16917], [-0.90931, 2.22150, -0.32330], [-0.89579, -0.83477, 0.26014], [-2.22241, -0.43950, 0.04363], [3.50602, -1.44811, -0.32993], [-0.45946, 0.52342, -1.24699], [0.69820, 2.05828, 0.88112], [-0.69256, -1.04971, 1.31816], [-0.75588, -1.76434, -0.30030], [-2.40175, 0.35147, 0.56738]]}


[5]
{"formula": "C7H8O3S", "method": "wB97M-V/def2-TZVPD", "symbols": ["C", "C", "C", "C", "C", "C", "C", "O", "O", "O", "S", "H", "H", "H", "H", "H", "H", "H", "H"], "coordinates": [[1.58237, -2.05072, 0.12420], [2.51273, -1.27779, -0.56285], [-2.87870, 0.61160, 1.03088], [0.93139, -1.19489, 0.97431], [2.35178, 0.03219, -0.21960], [-1.70846, 1.27090, 0.36833], [-1.30660, 0.47603, -0.64129], [-2.28939, -1.86675, 0.48779], [-3.70743, -0.83745, -1.21223], [1.38948, 0.03260, 0.71075], [-2.64017, -0.69707, -0.24162], [1.43653, -3.10550, 0.07536], [3.37856, -1.66966, -1.11189], [-2.71971, 0.21453, 2.01946], [-3.93461, 1.03837, 1.15281], [0.06529, -1.32774, 1.75636], [2.85090, 0.87607, -0.53490], [-1.12535, 2.02497, 0.94314], [-0.58914, 0.64479, -1.32529]]}


Looking at Kohn-Sham gap for the records above, in order, we have 8.18 9.19 9.25 10.56 9.48 eV.
Looking at LUMO level for the records above, in order, we have -1.07 -0.16 -0.57 0.53 0.55 eV.